25
Properties=species:S:1:pos:R:3:forces:R:3:nbo_charge:R:1 method="wB97M-V/def2-TZVPD" orbital_gap_ha=0.3992 charge=0 multiplicity=1
H 0.6620 -0.6762 -0.5321 0.13 1.24 1.31 0.47
O 0.5068 0.1253 0.3232 -0.47 -1.23 -0.37 -1.10
N 1.1131 -1.2237 -1.6350 -0.25 -0.19 -0.91 -0.78
H -0.3364 0.5307 0.1046 0.07 0.23 0.07 0.46
H 0.3964 -1.7033 -2.1683 -0.06 -0.25 0.25 0.39
H 1.8720 -1.8818 -1.4966 0.11 0.20 0.01 0.39
C 1.4840 -0.0350 -2.4168 0.11 0.68 -0.80 -0.43
H 2.0288 -0.2815 -3.3287 0.18 -0.09 0.12 0.19
H 0.5953 0.5117 -2.7367 -0.24 -0.34 0.19 0.23
H 2.0160 0.7228 -1.8483 0.28 -0.43 0.34 0.23
O -1.6574 -1.7619 0.7560 0.55 -0.24 0.59 -0.99
H -0.8198 -1.3083 0.9723 -0.16 0.39 -0.70 0.49
H -1.6505 -2.3053 1.5572 -0.62 -0.17 -0.14 0.48
O -2.8734 0.8758 -0.0146 -0.02 0.19 -0.02 -0.97
H -2.6941 1.2188 0.8676 -0.18 -0.19 0.12 0.48
H -3.0748 -0.0629 0.0982 0.34 -0.08 0.17 0.51
O -0.9119 2.3663 -1.3188 0.51 -0.13 0.07 -0.98
H -1.4835 2.9398 -1.8307 -0.26 -0.04 0.05 0.47
H -1.4840 1.7637 -0.8130 -0.36 0.32 -0.48 0.49
O -0.3122 -1.1267 3.1358 0.16 -0.04 0.17 -0.97
H 0.3128 -1.3714 3.8262 -0.05 0.00 0.02 0.48
H 0.1658 -0.4484 2.6418 -0.03 0.04 0.00 0.49
O 2.0588 0.9467 2.3097 -0.30 -0.44 0.75 -1.01
H 1.3995 0.6428 1.6425 0.71 0.54 -0.46 0.50
H 2.6869 1.5419 1.9041 -0.15 0.05 -0.34 0.47

240
Properties=species:S:1:pos:R:3:forces:R:3:lowdin_charge:R:1 method="wB97M-V/def2-TZVPD" smiles=COCCNCCOC.COCCNCCOC.COCCNCCOC.COCCNCCOC.COCCNCCOC.COCCNCCOC.COCCNCCOC.COCCNCCOC.CC(C)O.CC(C)O.CC(C)O.CC(C)O orbital_gap_ha=0.3225 charge=0 multiplicity=1
C 7.9601 -7.4836 -3.3239 0.35 -1.23 -1.02 -0.15
O 7.8805 -6.3666 -2.5108 -0.32 0.44 -0.20 -0.17
C 6.6719 -5.6404 -2.7260 0.14 0.24 0.11 -0.22
C 6.8672 -4.2572 -2.1424 -0.70 -0.04 0.31 -0.21
N 5.6323 -3.6942 -1.6176 -0.46 -0.55 0.10 -0.07
C 5.9303 -2.4716 -0.9225 -0.31 1.41 -0.72 -0.23
C 4.6809 -1.7849 -0.4140 -0.47 -0.51 0.41 -0.24
O 5.0545 -0.6659 0.3631 -0.51 0.07 0.32 -0.18
C 3.9308 -0.0666 1.0376 0.58 -0.26 -0.86 -0.08
H 8.7190 -8.1834 -2.9655 -0.05 0.22 0.36 0.09
H 8.2624 -7.2809 -4.3672 -0.14 0.45 0.18 0.09
H 7.0220 -8.0469 -3.4075 -0.13 0.11 0.28 0.08
H 5.8480 -6.1508 -2.2106 -0.01 0.05 -0.08 0.12
H 6.4254 -5.5345 -3.7917 0.10 -0.40 -0.02 0.12
H 7.2724 -3.5702 -2.8975 0.56 -0.14 0.12 0.12
H 7.5217 -4.3768 -1.2792 0.38 0.19 -0.22 0.12
H 4.9630 -3.5129 -2.3810 0.36 -0.02 0.35 0.07
H 6.3837 -1.7441 -1.6270 0.35 -0.04 0.28 0.12
H 6.6164 -2.5978 -0.0864 0.05 -0.31 -0.01 0.13
H 4.1095 -2.5077 0.1944 0.06 0.20 0.02 0.12
H 4.0183 -1.5096 -1.2563 0.18 0.12 0.13 0.11
H 3.2568 -0.8239 1.4487 0.04 0.08 0.01 0.07
H 3.3863 0.5562 0.3081 -0.12 -0.06 0.26 0.08
H 4.3286 0.5630 1.8310 0.00 0.00 0.00 0.07
C 4.0094 -7.3239 -4.9978 -0.19 -1.10 1.14 -0.15
O 3.7838 -5.9879 -5.2451 0.52 0.92 -0.13 -0.19
C 2.9467 -5.4020 -4.2625 -0.32 -0.44 -0.32 -0.23
C 2.7908 -3.9436 -4.6015 0.06 -0.37 -0.36 -0.19
N 3.9825 -3.1718 -4.2168 -0.80 0.78 -0.52 -0.04
C 3.8540 -1.7524 -4.6513 2.43 -0.29 -0.07 -0.19
C 2.7800 -0.9342 -4.0396 -1.10 -0.04 -0.23 -0.22
O 1.5411 -1.3602 -4.5931 0.39 0.40 -0.53 -0.21
C 0.4705 -0.7433 -3.9614 -1.28 -1.15 0.63 -0.12
H 3.0577 -7.8772 -4.9863 0.11 -0.14 -0.37 0.09
H 4.4188 -7.4926 -3.9884 0.12 0.17 -0.02 0.07
H 4.7239 -7.7558 -5.6885 -0.11 0.13 -0.40 0.09
H 3.3455 -5.5576 -3.2493 0.14 0.11 -0.09 0.12
H 1.9837 -5.9393 -4.3148 -0.04 0.31 0.12 0.13
H 1.8833 -3.5571 -4.1496 0.20 0.16 0.30 0.11
H 2.6329 -3.8695 -5.6888 -0.13 -0.07 0.08 0.13
H 4.7474 -3.5158 -4.7971 -0.07 -0.25 0.29 0.11
H 3.8928 -1.6520 -5.7503 -0.74 -0.12 0.12 0.13
H 4.8328 -1.3093 -4.3895 -0.36 0.09 0.26 0.12
H 2.8968 0.1271 -4.2888 0.34 -0.04 0.13 0.10
H 2.6991 -1.0275 -2.9490 0.37 -0.08 0.02 0.11
H 0.4809 -1.0509 -2.9039 0.03 0.66 0.17 0.08
H -0.4355 -1.2257 -4.3369 -0.02 0.21 -0.27 0.10
H 0.3545 0.3355 -4.0930 0.44 0.14 0.05 0.08
C 0.7815 2.2973 -7.0869 0.91 0.22 -0.48 -0.10
O 0.7964 3.4964 -6.3499 0.12 0.36 0.31 -0.21
C 2.0883 3.9498 -5.9504 0.01 -0.11 0.19 -0.20
C 2.6071 3.1588 -4.7702 -0.21 -0.82 0.83 -0.20
N 1.8483 3.4621 -3.5543 -0.23 0.12 -0.59 -0.04
C 2.3000 2.7659 -2.3718 0.25 -0.58 0.15 -0.21
C 1.4449 3.2061 -1.2160 -0.12 0.23 0.83 -0.21
O 0.1152 2.8370 -1.5592 0.12 -0.42 -0.32 -0.21
C -0.8685 3.5428 -0.8899 -1.33 0.68 0.51 -0.13
H -0.1984 2.2142 -7.5426 -0.17 -0.22 0.11 0.09
H 1.0519 1.4130 -6.5020 -0.33 -0.04 0.17 0.07
H 1.5402 2.3593 -7.8857 -0.22 -0.04 -0.04 0.09
H 1.9662 4.9881 -5.6356 -0.04 -0.03 -0.15 0.13
H 2.8065 3.9012 -6.7814 -0.19 -0.03 -0.05 0.12
H 3.6657 3.3255 -4.5384 -0.09 0.20 -0.36 0.13
H 2.4949 2.0774 -4.9866 0.31 0.20 -0.21 0.09
H 0.8898 3.1523 -3.7094 0.12 0.34 0.01 0.08
H 3.3633 2.9509 -2.1926 -0.08 0.24 0.08 0.12
H 2.2065 1.6642 -2.4585 0.00 0.12 -0.04 0.11
H 1.5280 4.2848 -1.0261 -0.14 0.01 -0.40 0.12
H 1.7139 2.7672 -0.2406 0.14 -0.28 -0.32 0.10
H -1.0107 3.2553 0.1585 0.71 0.29 0.20 0.07
H -1.8803 3.3601 -1.2656 0.36 -0.35 -0.72 0.06
H -0.7352 4.6210 -1.0188 0.22 0.10 0.37 0.10
C -7.0260 2.0152 -8.5736 -1.29 -0.47 -0.89 -0.16
O -6.2083 2.8448 -7.8439 0.80 0.04 0.62 -0.18
C -4.8997 2.9023 -8.4007 -0.96 0.67 -0.34 -0.23
C -4.0044 3.6875 -7.4623 1.03 -1.14 -0.50 -0.20
N -3.3530 2.7666 -6.5010 -0.26 0.80 0.51 -0.05
C -2.4393 3.5021 -5.5963 -1.00 0.43 0.12 -0.21
C -1.9322 2.6263 -4.4980 0.49 -0.31 0.79 -0.22
O -2.9379 2.3313 -3.5213 -0.55 0.95 -0.92 -0.18
C -2.5609 1.2566 -2.7336 0.95 -0.48 0.14 -0.14
H -6.5709 1.0547 -8.8445 0.18 0.01 0.17 0.09
H -7.3612 2.4838 -9.5137 0.21 0.03 -0.02 0.09
H -7.9406 1.8080 -8.0180 0.11 0.02 0.22 0.09
H -4.9773 3.3884 -9.3906 0.08 0.17 0.22 0.12
H -4.5565 1.8882 -8.6248 0.36 -0.02 0.43 0.12
H -4.5358 4.4935 -6.9468 -0.13 0.08 -0.29 0.12
H -3.2248 4.0901 -8.1205 0.06 0.28 0.41 0.12
H -4.1171 2.4807 -5.8785 0.31 -0.32 -0.25 0.11
H -2.9820 4.3507 -5.1256 0.22 -0.16 -0.07 0.13
H -1.5752 3.9441 -6.0942 -0.10 -0.26 -0.37 0.10
H -1.1083 3.1467 -3.9769 -0.14 -0.20 -0.17 0.11
H -1.5467 1.6732 -4.9000 -0.04 0.22 -0.06 0.12
H -1.5591 1.4424 -2.3261 0.02 -0.27 0.03 0.06
H -2.5171 0.3518 -3.3516 -0.09 -0.24 0.23 0.10
H -3.2322 1.1295 -1.8917 -0.34 0.02 -0.08 0.07
C 2.4666 0.5988 4.5781 -0.09 -1.44 0.01 -0.13
O 2.4679 1.7710 5.3226 -0.52 1.19 0.26 -0.18
C 2.2722 1.4408 6.6882 0.61 -1.14 -0.25 -0.23
C 2.1865 2.6152 7.6211 0.22 0.29 -1.32 -0.19
N 1.0438 3.4767 7.3249 -0.27 -0.49 0.63 -0.07
C 0.8771 4.5073 8.3499 0.39 0.10 0.12 -0.20
C -0.2287 5.4636 7.9967 -0.22 0.07 0.01 -0.23
O 0.0768 6.0660 6.7582 0.03 -0.07 -0.14 -0.19
C -0.8441 7.0716 6.4433 -0.02 0.67 -0.28 -0.12
H 3.3796 0.0136 4.7720 0.00 0.06 -0.08 0.10
H 2.3535 0.7158 3.5052 0.10 0.63 -0.01 0.06
H 1.6258 -0.0374 4.8905 0.04 -0.02 -0.13 0.07
H 3.1542 0.8281 6.9616 -0.25 0.13 0.33 0.13
H 1.4027 0.7680 6.7820 -0.05 0.33 0.04 0.12
H 3.1109 3.1986 7.4750 0.05 -0.16 0.55 0.13
H 2.1228 2.1681 8.6108 -0.04 0.39 0.25 0.13
H 1.1296 3.8301 6.3781 0.06 0.37 0.20 0.12
H 1.8174 5.0505 8.5615 -0.16 0.03 -0.30 0.13
H 0.6228 4.0237 9.3013 -0.10 -0.12 -0.20 0.13
H -0.3571 6.2528 8.7517 0.18 -0.18 0.13 0.13
H -1.1822 4.9194 7.9362 0.03 0.00 -0.08 0.12
H -1.8713 6.6947 6.3555 0.06 -0.03 0.15 0.09
H -0.5640 7.5229 5.4936 0.09 -0.23 -0.18 0.08
H -0.8019 7.9019 7.1664 -0.17 -0.29 0.15 0.09
C -1.0003 -9.0375 2.4442 0.07 0.06 -0.12 -0.10
O -0.4491 -8.2036 3.4469 -0.02 -0.12 -0.20 -0.19
C 0.8560 -7.8065 3.0831 0.30 -0.12 -0.28 -0.25
C 1.2918 -6.6730 3.9620 -0.27 0.70 0.15 -0.18
N 0.3787 -5.5193 3.8012 -0.19 -0.64 0.03 -0.08
C 0.5451 -4.5076 4.8423 -0.72 -0.25 0.75 -0.19
C -0.6331 -3.5317 4.7725 0.68 0.07 -0.13 -0.22
O -0.3975 -2.4586 5.6549 0.15 -0.02 -0.07 -0.18
C -1.0149 -1.2508 5.2356 -0.08 -0.52 0.30 -0.10
H -1.9263 -9.4782 2.8019 -0.10 0.20 0.11 0.09
H -0.3283 -9.8645 2.1817 0.08 0.10 0.07 0.09
H -1.1788 -8.4330 1.5481 -0.13 -0.19 -0.08 0.09
H 0.9181 -7.4830 2.0317 -0.30 -0.07 0.05 0.11
H 1.5351 -8.6621 3.1915 0.08 0.07 0.02 0.13
H 2.2789 -6.3265 3.6437 0.12 -0.28 0.33 0.13
H 1.2805 -7.0242 5.0058 0.32 0.16 -0.09 0.13
H -0.5543 -5.9226 3.9379 0.18 0.27 -0.30 0.12
H 1.4877 -3.9670 4.7590 0.02 -0.03 -0.20 0.13
H 0.5075 -5.0011 5.8279 0.29 0.25 0.00 0.12
H -1.5557 -4.0502 5.0720 -0.06 0.05 -0.31 0.13
H -0.6881 -3.1788 3.7295 -0.30 0.00 0.17 0.11
H -2.0939 -1.4091 5.1116 0.01 0.14 -0.11 0.10
H -0.5603 -0.9062 4.3035 -0.07 0.14 -0.01 0.06
H -0.8638 -0.5414 6.0457 0.08 0.12 -0.11 0.07
C -8.2656 -5.5136 -3.6023 0.38 -0.65 0.16 -0.13
O -7.5349 -4.9790 -2.5440 0.09 0.08 0.51 -0.19
C -7.8588 -3.6334 -2.3110 0.64 0.26 -0.30 -0.24
C -6.9485 -3.1599 -1.1973 -0.76 0.44 0.70 -0.20
N -6.9818 -1.6956 -1.0774 -0.26 -0.57 -0.30 -0.07
C -6.0019 -1.1545 -0.1469 -0.38 0.52 -0.62 -0.21
C -4.5761 -1.3118 -0.6693 -0.50 1.19 0.37 -0.24
O -3.9514 -2.5250 -0.3746 0.78 0.03 -0.39 -0.18
C -3.8605 -2.7676 1.0002 -0.47 -1.06 0.37 -0.11
H -8.0089 -4.9806 -4.5178 -0.39 0.02 -0.29 0.09
H -9.3330 -5.5244 -3.3736 -0.20 0.22 -0.28 0.09
H -7.9335 -6.5469 -3.6759 -0.08 -0.09 -0.27 0.09
H -8.9285 -3.5352 -2.0835 0.01 0.11 0.13 0.12
H -7.6384 -3.0307 -3.2068 -0.15 -0.04 0.03 0.13
H -5.9375 -3.5032 -1.3952 0.03 -0.01 0.00 0.12
H -7.3215 -3.5933 -0.2518 0.42 -0.31 -0.12 0.13
H -7.9254 -1.4631 -0.7797 0.20 0.28 0.02 0.11
H -6.1237 -1.5039 0.8874 0.15 -0.10 -0.07 0.11
H -6.1727 -0.0726 -0.1286 -0.07 -0.06 0.14 0.11
H -4.0583 -0.4184 -0.2692 0.53 -0.54 0.31 0.10
H -4.5585 -1.1360 -1.7440 -0.14 -0.45 -0.14 0.13
H -3.1748 -3.5921 1.2018 0.34 0.22 -0.38 0.07
H -4.8224 -3.1769 1.3358 0.00 0.47 0.42 0.09
H -3.5472 -1.8919 1.5725 -0.13 0.11 0.04 0.09
C 6.5607 5.2670 0.9074 0.85 -0.04 0.32 -0.12
O 5.4514 5.0125 1.7188 -0.58 0.20 -0.27 -0.18
C 4.7995 3.7961 1.4366 0.38 -0.77 0.30 -0.24
C 3.4984 3.7352 2.1920 0.78 0.29 0.54 -0.24
N 2.6706 4.8534 1.8581 -1.12 -0.92 -0.54 -0.05
C 1.5332 5.0162 2.7631 1.26 0.63 -0.69 -0.18
C 0.5948 6.0297 2.1650 -0.85 -0.24 0.95 -0.24
O 1.1931 7.3070 2.2097 0.03 -0.60 0.19 -0.18
C 0.3964 8.2662 1.5897 0.54 1.41 0.27 -0.13
H 6.3826 5.1234 -0.1638 -0.24 0.05 0.05 0.09
H 7.4170 4.6337 1.1946 -0.18 -0.07 -0.11 0.09
H 6.8660 6.2931 1.1075 -0.08 0.06 -0.18 0.09
H 5.4271 2.9645 1.8028 -0.04 0.03 -0.33 0.13
H 4.6178 3.6546 0.3608 0.13 0.22 0.00 0.12
H 3.7426 3.7086 3.2698 -0.05 -0.01 -0.02 0.13
H 3.0353 2.7663 1.9708 -0.25 0.12 -0.11 0.09
H 3.1789 5.6981 1.6615 0.15 0.15 0.39 0.11
H 1.9240 5.3674 3.7325 -0.53 -0.06 0.15 0.13
H 1.0446 4.0499 2.8940 -0.09 0.01 -0.01 0.11
H -0.3262 6.0382 2.7814 0.09 0.13 -0.16 0.12
H 0.2870 5.7480 1.1511 0.27 0.02 -0.09 0.11
H 0.5976 8.2869 0.5173 -0.54 -0.18 -0.21 0.09
H 0.7197 9.2425 1.9738 0.10 -0.12 -0.10 0.09
H -0.6594 8.2170 1.8696 -0.11 -0.44 -0.33 0.09
C -0.6613 -4.6772 0.1540 0.33 -0.59 -0.93 -0.05
C 0.8353 -4.5792 0.4149 -0.15 -0.60 0.92 -0.48
C 1.6002 -4.0531 -0.7604 0.83 0.57 -0.39 -0.05
O 1.0544 -3.8001 1.5984 0.09 0.01 0.23 -0.09
H -0.8658 -5.4509 -0.6002 0.13 0.07 0.06 0.09
H -1.0086 -3.7477 -0.2992 -0.32 0.12 0.44 0.07
H -1.1985 -4.9915 1.0450 -0.10 0.37 0.16 0.07
H 1.2387 -5.5725 0.6642 -0.19 -0.09 -0.29 0.12
H 1.4373 -2.9812 -0.9249 -0.38 -0.14 -0.06 0.07
H 1.3526 -4.6205 -1.6596 -0.21 0.13 -0.03 0.08
H 2.6882 -4.1287 -0.6588 -0.11 -0.23 0.30 0.07
H 0.8406 -4.4145 2.3503 -0.03 0.37 -0.37 0.05
C -3.6264 2.4716 7.2168 0.10 0.21 -0.01 -0.06
C -2.3209 1.7943 6.8061 0.30 1.14 0.41 -0.47
C -1.8164 2.3398 5.4653 -0.06 -0.67 -0.33 -0.05
O -1.3602 2.0856 7.8475 0.36 0.05 -0.84 -0.10
H -4.4865 2.1113 6.6466 0.05 -0.01 0.04 0.08
H -3.5320 3.5528 7.0622 -0.02 -0.08 -0.12 0.07
H -3.7987 2.3513 8.2861 -0.07 -0.29 -0.04 0.07
H -2.4582 0.7075 6.7366 0.01 0.17 0.11 0.11
H -1.3748 3.3336 5.5588 0.02 -0.01 0.19 0.07
H -2.6051 2.4179 4.7084 -0.09 -0.11 0.21 0.08
H -1.0711 1.6477 5.0546 0.12 0.30 0.07 0.05
H -0.5745 2.5982 7.4772 -0.71 -0.72 0.37 0.04
C -4.4320 3.0336 0.3893 -0.75 -0.60 -0.82 -0.06
C -5.6284 3.7383 1.0018 0.07 0.17 -0.04 -0.49
C -6.7916 3.8691 0.0221 0.49 0.03 -0.19 -0.06
O -6.0398 3.0048 2.1730 0.22 0.37 -0.30 -0.06
H -4.0109 3.6405 -0.4162 0.38 0.32 0.50 0.08
H -4.7448 2.1539 -0.1960 -0.11 -0.16 0.55 0.07
H -3.7399 2.7287 1.1693 0.31 0.15 -0.16 0.08
H -5.2600 4.7391 1.2844 -0.31 -0.13 0.18 0.14
H -6.4503 4.2739 -0.9368 0.03 0.05 0.13 0.08
H -7.5638 4.5381 0.4020 -0.13 -0.17 0.05 0.07
H -7.1831 2.8715 -0.1818 -0.21 0.06 0.11 0.08
H -6.6496 3.5674 2.6644 0.03 -0.14 -0.04 0.09
C -0.2484 1.2159 1.9294 -0.34 -0.78 0.32 -0.03
C -0.2485 -0.2391 1.5568 0.73 -1.99 -0.83 -0.45
C -0.1098 -0.4769 0.0394 0.46 0.36 0.05 -0.03
O 0.8430 -0.9273 2.2227 -0.41 0.73 0.16 -0.09
H -1.1775 1.6124 1.5222 0.11 0.44 0.07 0.07
H 0.6287 1.7074 1.5096 -0.05 0.16 0.03 0.07
H -0.2595 1.2851 3.0192 0.07 0.31 -0.10 0.06
H -1.1636 -0.7924 1.8384 -0.07 0.72 0.25 0.13
H -0.2840 -1.5252 -0.2061 -0.44 0.08 -0.02 0.05
H 0.9213 -0.3070 -0.3025 -0.06 0.31 0.29 0.07
H -0.7467 0.2141 -0.5271 -0.08 -0.37 -0.01 0.07
H 0.7008 -1.8828 2.1571 0.16 -0.13 -0.36 0.05

16
Properties=species:S:1:pos:R:3:forces:R:3:nbo_charge:R:1 method="wB97M-V/def2-TZVPD" smiles="C=CCNC=O.O" orbital_gap_ha=0.3941 charge=0 multiplicity=1
C -1.8012 -1.7532 -0.1414 0.10 0.06 -0.01 -0.39
C -0.8176 -0.8725 -0.2963 -0.17 -0.10 0.02 -0.20
C 0.0312 -0.3865 0.8495 -0.11 0.01 0.13 -0.28
N 1.4458 -0.2929 0.5181 0.05 0.05 -0.08 -0.60
C 2.0638 0.8832 0.2740 -0.03 0.07 0.06 0.54
O 1.5327 1.9840 0.3221 0.19 -0.40 -0.01 -0.65
H -2.0215 -2.1938 0.8311 0.07 0.05 -0.16 0.19
H -2.4375 -2.0533 -0.9700 0.14 0.06 0.12 0.21
H -0.6181 -0.4010 -1.2586 -0.04 -0.16 0.18 0.24
H -0.2703 0.6232 1.1502 0.02 -0.16 -0.07 0.24
H -0.0931 -1.0424 1.7199 0.02 0.12 -0.14 0.20
H 1.9662 -1.1461 0.3725 -0.04 0.18 0.03 0.40
H 3.1353 0.7608 0.0374 -0.13 0.03 0.01 0.12
O -0.6187 1.9500 -1.5428 -0.09 0.11 0.15 -0.96
H -1.4321 1.9361 -1.0242 0.09 0.06 -0.13 0.46
H 0.0776 2.1511 -0.8933 -0.05 0.01 -0.08 0.49

For reference, relative energy (zero: lowest compared OMol25 entry of this formula, charge and spin) by record: 15.1, 0.0, 31.2 kcal per mole.
For reference, E_HOMO by record: -10.31, -8.27, -9.92 eV.
For reference, DFT total energy by record: -554.4737, -4319.7181, -363.0359 Ha.